2 unconnected molecules or ions with the total composition H2NO. Source: the Open Molecules 2025 dataset; level of theory: wB97M-V/def2-TZVPD.

Each line ends with the natural charge from an NBO analysis.
Geometry (Å):
N (-1.321, 0.196, -0.200)  -0.1595
O (-1.850, -0.810, -0.714)  -0.5038
H (0.992, -0.040, -0.796)  -0.5751
H (-1.068, -0.225, 0.739)  0.2384

Properties
charge: -1
relative energy (zero: lowest compared OMol25 entry of this formula, charge and spin): 48.2 kcal/mol
frontier orbital gap (alpha / beta): 7.81 / 6.22 eV
2S+1: 1
total energy: -3565.2872 eV